Entry 1:
A molecular structure, C30H29AuGe2I2N2O4S, computed with ωB97M-V/def2-TZVPD.

ORCA input file:
```
! wB97M-V def2-TZVPD RIJCOSX def2/J DEFGRID3
* xyz 1 2
Au 0.43 0.33 0.82
I 0.71 -0.24 -4.87
C -0.46 -1.29 -3.54
C -1.27 -2.32 -3.98
C -2.01 -3.08 -3.07
I -3.15 -4.60 -3.84
C -1.97 -2.82 -1.66
C -2.66 -3.57 -0.69
C -2.51 -3.27 0.64
C -1.67 -2.20 0.99
N -1.07 -1.44 0.09
C -1.19 -1.75 -1.21
C -0.38 -0.95 -2.14
O 0.38 -0.04 -1.73
H -1.32 -2.55 -5.03
H -3.30 -4.38 -0.99
H -3.01 -3.80 1.44
H -1.52 -1.99 2.04
N -0.97 1.84 1.70
C -1.81 1.00 2.55
C -1.36 0.62 3.80
C -1.96 -0.46 4.43
C -2.98 -1.16 3.79
C -3.54 -0.64 2.63
C -2.95 0.45 1.99
S -3.24 -2.87 4.25
O -1.88 -3.37 3.96
O -4.21 -3.36 3.29
O -3.61 -2.91 5.64
H -0.48 2.56 2.22
H -1.52 2.31 0.99
H -0.50 1.11 4.25
H -1.58 -0.83 5.37
H -4.38 -1.17 2.18
H -3.32 0.79 1.03
C 1.48 -1.48 3.66
Ge 2.21 -0.12 2.49
C 3.90 -0.93 1.84
C 2.68 1.58 3.27
Ge 2.19 -0.75 -0.31
C 3.42 0.28 -1.31
C 3.24 1.65 -1.42
C 4.12 2.40 -2.18
C 5.19 1.78 -2.81
C 5.38 0.41 -2.69
C 4.50 -0.35 -1.94
C 1.97 -2.60 -0.73
C 2.19 -3.01 -2.05
C 1.87 -4.30 -2.44
C 1.32 -5.18 -1.51
C 1.10 -4.78 -0.20
C 1.41 -3.49 0.18
H 1.98 -1.37 4.62
H 1.71 -2.47 3.26
H 0.40 -1.41 3.81
H 4.41 -1.06 2.80
H 4.54 -0.30 1.23
H 3.83 -1.94 1.41
H 3.17 1.42 4.23
H 1.80 2.20 3.42
H 3.37 2.11 2.61
H 2.40 2.14 -0.93
H 3.98 3.47 -2.28
H 5.88 2.37 -3.40
H 6.22 -0.06 -3.18
H 4.66 -1.42 -1.84
H 2.61 -2.32 -2.78
H 2.04 -4.62 -3.46
H 1.07 -6.19 -1.82
H 0.66 -5.47 0.51
H 1.20 -3.17 1.20
*
```

Properties
* molar mass: 1109.6 g mol⁻¹
* HOMO-LUMO gap (spin up / spin down): 0.2416 / 0.1623 Ha
* E_HOMO (spin up / spin down): -10.440 / -10.440 eV

Mulliken population analysis, charges in e, atoms 1 to 4: atom 1 (Au): 0.07, atom 2 (I): 0.16, atom 3 (C): -0.37, atom 4 (C): -0.41



Entry 2:
A molecular structure, C47H45F2IMnN2O2P3S2, computed with ωB97M-V/def2-TZVPD.

ORCA input file:
```
! wB97M-V def2-TZVPD RIJCOSX def2/J DEFGRID3
* xyz -2 5
Mn 0.16 0.35 -0.19
F 2.94 3.58 3.07
C 2.99 2.56 2.17
C 1.83 1.95 1.77
C 1.85 0.90 0.84
C 3.12 0.46 0.38
C 4.25 1.16 0.78
F 5.49 0.86 0.29
C 4.24 2.21 1.67
C 3.24 -0.72 -0.54
C 4.37 -1.41 -0.79
C 4.42 -2.33 -1.92
C 3.30 -2.79 -2.46
C 2.03 -2.47 -1.72
N 2.05 -1.11 -1.19
H 0.90 2.31 2.17
H 5.14 2.73 1.95
H 5.28 -1.18 -0.25
H 5.39 -2.56 -2.36
H 3.27 -3.40 -3.36
H 1.17 -2.54 -2.38
C -0.33 6.23 0.59
C 1.05 5.62 0.43
O 1.30 5.30 -0.92
P 1.39 3.66 -1.34
S -0.39 2.87 -0.69
S 1.44 0.11 -2.34
O 1.07 3.92 -2.96
C 2.20 4.10 -3.79
C 2.35 2.91 -4.73
H -0.52 6.49 1.64
H -1.08 5.50 0.27
H -0.43 7.13 -0.02
H 1.14 4.74 1.07
H 1.81 6.34 0.75
H 3.11 4.23 -3.19
H 2.05 5.03 -4.36
H 2.44 2.00 -4.15
H 3.24 3.03 -5.36
H 1.47 2.82 -5.36
C -1.84 -1.60 -2.35
N -2.56 -2.40 -1.37
C -2.30 -2.19 0.05
P -0.49 -2.01 0.54
C 0.28 -3.52 -0.22
C -0.46 -4.61 -0.56
C 0.14 -5.79 -1.06
C 1.55 -5.89 -1.12
C 2.33 -4.82 -0.80
C 1.76 -3.47 -0.51
C -0.63 -2.70 2.27
C 0.47 -3.35 2.81
C 0.43 -3.89 4.09
C -0.73 -3.81 4.84
C -1.84 -3.16 4.31
C -1.79 -2.60 3.04
C -3.35 -3.44 -1.79
C -3.24 -3.97 -3.09
C -4.03 -5.03 -3.51
C -4.96 -5.61 -2.66
C -5.09 -5.09 -1.38
C -4.31 -4.03 -0.95
P -1.60 0.19 -1.84
C -1.41 0.93 -3.53
C -1.81 2.24 -3.75
C -1.76 2.80 -5.02
C -1.30 2.05 -6.10
C -0.87 0.74 -5.89
C -0.92 0.19 -4.61
C -3.40 0.62 -1.64
C -4.35 0.23 -2.59
C -5.70 0.48 -2.41
C -6.13 1.15 -1.27
C -5.20 1.59 -0.35
C -3.85 1.34 -0.53
H -2.41 -1.61 -3.28
H -0.85 -2.01 -2.56
H -2.72 -3.02 0.61
H -2.77 -1.27 0.42
H -1.53 -4.61 -0.41
H -0.48 -6.64 -1.33
H 2.01 -6.83 -1.38
H 3.40 -4.92 -0.80
H 2.30 -3.02 0.32
H 1.39 -3.43 2.24
H 1.31 -4.38 4.49
H -0.77 -4.23 5.84
H -2.75 -3.07 4.89
H -2.64 -2.06 2.67
H -2.50 -3.57 -3.77
H -3.90 -5.41 -4.52
H -5.57 -6.45 -2.99
H -5.82 -5.51 -0.69
H -4.47 -3.63 0.04
H -2.13 2.85 -2.91
H -2.06 3.83 -5.16
H -1.27 2.48 -7.09
H -0.48 0.15 -6.71
H -0.55 -0.81 -4.46
H -4.03 -0.27 -3.50
H -6.42 0.16 -3.16
H -7.19 1.33 -1.12
H -5.52 2.13 0.54
H -3.13 1.70 0.19
I -1.52 0.80 2.23
*
```

Properties
* molar mass: 1046.8 g mol⁻¹
* HOMO-LUMO gap (spin up / spin down): 0.1959 / 0.1853 Ha
* E_HOMO (spin up / spin down): -1.286 / -1.359 eV

Mulliken population analysis, charges in e, atoms 1 to 4: atom 1 (Mn): -0.59, atom 2 (F): -0.44, atom 3 (C): 0.50, atom 4 (C): -0.51



Entry 3:
C5H8F2O5 in the gas phase, computed with ωB97M-V/def2-TZVPD.

ORCA input file:
```
! wB97M-V def2-TZVPD RIJCOSX def2/J DEFGRID3
* xyz 0 1
C 1.04 0.45 0.56
C 0.22 -0.37 -0.49
C 0.35 0.69 1.86
C -2.07 0.02 0.15
C 1.04 -0.20 -1.73
O -1.01 0.07 -0.79
O 2.29 -0.08 0.68
O 0.08 1.82 2.47
O -3.13 0.60 -0.39
O 0.71 -1.28 -2.63
F 0.28 -0.46 2.68
F -2.08 -1.24 0.75
H 1.25 1.47 0.09
H 0.20 -1.34 -0.02
H 2.05 -0.43 -1.58
H 0.85 0.73 -2.14
H 2.17 -1.01 1.10
H -0.55 1.67 3.19
H -3.50 0.16 -1.18
H -0.19 -1.27 -2.56
*
```

Properties
* molar mass: 186.1 g mol⁻¹
* HOMO-LUMO gap (spin up / spin down): 0.2602 / 0.3421 Ha
* E_HOMO (spin up / spin down): -7.360 / -8.721 eV

Mulliken population analysis, charges in e, atoms 1 to 4: atom 1 (C): 0.11, atom 2 (C): 0.30, atom 3 (C): 0.01, atom 4 (C): 0.35



Entry 4:
2 unconnected molecules or ions with the total composition C4H9NO2, computed with ωB97M-V/def2-TZVPD.

ORCA input file:
```
! wB97M-V def2-TZVPD RIJCOSX def2/J DEFGRID3
* xyz 0 1
C 2.65 0.06 0.72
C 1.21 0.54 1.30
C 0.10 0.18 0.65
N -1.20 0.53 1.14
C -2.23 0.33 0.27
O -2.06 -0.02 -0.87
H 2.74 -0.99 1.01
H 2.68 0.09 -0.42
H 3.51 0.59 1.13
H 1.22 1.14 2.22
H 0.08 -0.59 -0.17
H -1.36 0.64 2.13
H -3.26 0.53 0.66
O -1.07 -1.02 -3.03
H -1.96 -0.74 -2.81
H -1.03 -1.27 -3.93
*
```

Properties
* molar mass: 103.1 g mol⁻¹
* HOMO-LUMO gap: 0.3576 Ha
* structure (SMILES): C/C=C/NC=O.O
* E_HOMO: -8.840 eV

Mulliken population analysis, charges in e, atoms 1 to 4: atom 1 (C): -1.00, atom 2 (C): -0.15, atom 3 (C): -0.27, atom 4 (N): -0.12



Entry 5:
A molecular structure, C21H34FeN3O3P, computed with ωB97M-V/def2-TZVPD.

ORCA input file:
```
! wB97M-V def2-TZVPD RIJCOSX def2/J DEFGRID3
* xyz 0 5
C 2.47 0.04 -3.35
C 2.79 0.32 -2.02
C 1.79 0.67 -1.09
C 0.46 0.72 -1.49
C 0.15 0.51 -2.84
C 1.15 0.14 -3.76
C 2.24 0.96 0.32
C 3.38 2.00 0.39
N 3.01 3.31 -0.06
Fe -1.20 0.60 -0.21
C -1.26 0.68 -3.33
P -2.30 1.41 -1.97
H 3.82 0.23 -1.68
H 0.86 -0.07 -4.79
H 3.26 -0.24 -4.05
H -1.72 -0.29 -3.60
H -1.32 1.36 -4.19
H 1.40 1.29 0.95
H 2.62 0.03 0.78
H 3.68 2.09 1.46
C -3.98 1.01 -2.51
C -2.13 3.19 -2.30
H 4.25 1.66 -0.19
C 3.57 3.87 -1.24
C 2.09 4.08 0.73
H -2.67 1.17 0.35
H 4.66 4.05 -1.12
H 3.44 3.19 -2.10
H 3.07 4.83 -1.46
H 2.57 4.42 1.67
H 1.78 4.95 0.15
H 1.21 3.49 1.03
H -2.30 3.39 -3.37
H -2.86 3.74 -1.69
H -1.12 3.52 -2.02
H -4.15 1.37 -3.53
H -4.11 -0.08 -2.48
H -4.69 1.47 -1.82
H -2.19 1.81 0.41
C -0.28 -5.32 2.89
C -0.05 -4.22 1.87
C -0.66 -2.85 2.24
C -2.18 -2.94 2.56
C -3.00 -3.64 1.49
C 0.07 -2.23 3.44
O 0.58 -2.85 4.37
N 0.11 -0.85 3.46
C -0.31 0.05 2.47
O -0.20 1.27 2.64
N -0.78 -0.55 1.32
C -0.47 -1.87 1.07
O -0.11 -2.25 -0.05
H -0.02 -4.97 3.89
H 0.36 -6.17 2.65
H -1.32 -5.67 2.89
H 1.03 -4.07 1.73
H -0.45 -4.53 0.90
H -2.29 -3.45 3.53
H -2.54 -1.91 2.70
H -2.83 -4.72 1.49
H -4.07 -3.46 1.69
H -2.77 -3.24 0.49
H 0.48 -0.41 4.30
*
```

Properties
* molar mass: 463.3 g mol⁻¹
* HOMO-LUMO gap (spin up / spin down): 0.2710 / 0.2461 Ha
* E_HOMO (spin up / spin down): -7.226 / -7.226 eV

Mulliken population analysis, charges in e, atoms 1 to 4: atom 1 (C): -0.96, atom 2 (C): -0.58, atom 3 (C): 1.32, atom 4 (C): -0.63



Entry 6:
C4H8O2 in the gas phase, computed with ωB97M-V/def2-TZVPD.

ORCA input file:
```
! wB97M-V def2-TZVPD RIJCOSX def2/J DEFGRID3
* xyz 0 1
C -1.18 -1.07 0.00
C -0.75 0.20 -0.73
C 0.42 0.92 -0.03
O 0.15 1.07 1.35
C 1.76 0.18 -0.01
O 1.93 -0.69 0.82
H -2.10 -1.48 -0.44
H -1.39 -0.84 1.04
H -0.41 -1.85 -0.04
H -1.59 0.91 -0.73
H -0.51 0.00 -1.78
H 0.56 1.90 -0.51
H 0.52 0.24 1.71
H 2.59 0.51 -0.64
*
```

Properties
* molar mass: 88.1 g mol⁻¹
* HOMO-LUMO gap: 0.3956 Ha
* structure (SMILES): CC[C@@H](O)C=O
* E_HOMO: -10.121 eV

Mulliken population analysis, charges in e, atoms 1 to 4: atom 1 (C): -1.18, atom 2 (C): -0.41, atom 3 (C): 0.05, atom 4 (O): -0.57



Entry 7:
2 unconnected molecules or ions with the total composition C2H2Si, computed with ωB97M-V/def2-TZVPD.

ORCA input file:
```
! wB97M-V def2-TZVPD RIJCOSX def2/J DEFGRID3
* xyz 0 1
C 1.60 0.64 1.88
C 0.90 0.49 0.85
Si -0.20 -0.36 -0.23
H -2.08 0.98 -2.04
H -0.22 -1.76 -0.46
*
```

Properties
* molar mass: 54.1 g mol⁻¹
* HOMO-LUMO gap (spin up / spin down): 0.2692 / 0.2763 Ha
* E_HOMO (spin up / spin down): -9.419 / -9.977 eV

Mulliken population analysis, charges in e, atoms 1 to 4: atom 1 (C): -0.05, atom 2 (C): -0.21, atom 3 (Si): 0.22, atom 4 (H): 0.00



Entry 8:
A molecular structure, C3H11N3O, computed with ωB97M-V/def2-TZVPD.

ORCA input file:
```
! wB97M-V def2-TZVPD RIJCOSX def2/J DEFGRID3
* xyz 0 1
C -1.26 -0.29 -1.12
C -0.88 0.47 -2.37
H 0.15 0.23 -2.66
H -1.24 -1.37 -1.25
H -2.23 -0.02 -0.72
H -0.20 -0.19 -0.40
H -0.90 1.54 -2.17
H -1.58 0.25 -3.18
N 1.40 -0.36 0.72
N 2.07 -0.07 1.90
C -0.12 0.71 0.73
O 0.92 -1.71 0.81
N -0.92 0.65 1.72
H 1.59 -2.13 1.37
H 2.72 0.69 1.72
H 1.40 0.27 2.61
H -1.15 -0.32 1.95
H 0.24 1.66 0.34
*
```

Properties
* molar mass: 105.1 g mol⁻¹
* HOMO-LUMO gap: 0.3260 Ha
* E_HOMO: -8.131 eV

Mulliken population analysis, charges in e, atoms 1 to 4: atom 1 (C): -0.55, atom 2 (C): -1.03, atom 3 (H): 0.33, atom 4 (H): 0.30



Entry 9:
C20H25NO4 in the gas phase, computed with ωB97M-V/def2-TZVPD.

ORCA input file:
```
! wB97M-V def2-TZVPD RIJCOSX def2/J DEFGRID3
* xyz 0 1
C 4.76 2.70 -1.12
C 5.89 1.94 -0.44
C 5.51 1.42 0.95
C 4.33 0.45 0.98
C 4.59 -0.83 0.16
C 3.43 -1.78 0.34
O 3.43 -2.75 1.04
O 2.37 -1.34 -0.37
C 1.16 -2.01 -0.39
C 1.05 -3.39 -0.40
C -0.20 -3.97 -0.46
C -1.34 -3.19 -0.54
C -1.22 -1.80 -0.54
N -2.38 -0.99 -0.61
C -3.58 -1.29 0.03
O -3.74 -2.18 0.81
C -4.61 -0.30 -0.49
C -5.72 0.03 0.51
C -5.25 1.00 1.58
C -4.66 2.25 0.93
C -3.42 1.86 0.14
C -3.75 0.86 -0.98
C -2.45 0.19 -1.35
O -1.59 0.60 -2.08
C 0.03 -1.21 -0.45
H 4.40 3.50 -0.48
H 3.92 2.05 -1.36
H 5.11 3.14 -2.05
H 6.75 2.60 -0.33
H 6.20 1.11 -1.07
H 6.38 0.92 1.38
H 5.27 2.27 1.59
H 3.43 0.94 0.59
H 4.13 0.17 2.02
H 4.68 -0.58 -0.89
H 5.49 -1.32 0.52
H 1.94 -4.01 -0.35
H -0.29 -5.04 -0.47
H -2.31 -3.65 -0.59
H -5.07 -0.80 -1.35
H -6.06 -0.90 0.97
H -6.56 0.47 -0.03
H -6.09 1.27 2.22
H -4.50 0.52 2.21
H -4.38 2.98 1.70
H -5.39 2.71 0.27
H -2.95 2.74 -0.31
H -2.69 1.41 0.82
H -4.19 1.39 -1.83
H 0.14 -0.14 -0.46
*
```

Properties
* molar mass: 343.4 g mol⁻¹
* HOMO-LUMO gap: 0.3573 Ha
* structure (SMILES): CCCCCC(=O)Oc1cccc(N2C(=O)[C@H]3CCCC[C@H]3C2=O)c1
* E_HOMO: -9.001 eV

Mulliken population analysis, charges in e, atoms 1 to 4: atom 1 (C): -1.08, atom 2 (C): -0.37, atom 3 (C): -0.77, atom 4 (C): -0.49



Entry 10:
7 unconnected molecules or ions with the total composition H14O7, computed with ωB97M-V/def2-TZVPD.

ORCA input file:
```
! wB97M-V def2-TZVPD RIJCOSX def2/J DEFGRID3
* xyz 0 1
O 0.82 1.79 -0.74
H 1.49 1.44 -0.14
H 0.06 1.22 -0.60
O -1.67 1.34 -0.62
H -2.44 1.22 -0.05
H -1.78 0.68 -1.31
O 0.08 -0.95 2.68
H -0.55 -0.77 3.39
H 0.19 -0.10 2.24
O 1.67 -3.31 -0.21
H 1.92 -2.91 -1.05
H 1.70 -2.57 0.41
O -2.42 -0.27 3.16
H -2.10 -0.56 2.30
H -2.69 -1.08 3.60
O 0.04 2.60 -2.59
H -0.33 3.02 -3.37
H -0.07 1.66 -2.75
O 1.78 -0.52 -1.55
H 2.45 -0.95 -2.09
H 1.83 -0.98 -0.70
*
```

Properties
* molar mass: 126.1 g mol⁻¹
* HOMO-LUMO gap: 0.3688 Ha
* structure (SMILES): O.O.O.O.O.O.O
* E_HOMO: -9.958 eV

Mulliken population analysis, charges in e, atoms 1 to 4: atom 1 (O): -0.58, atom 2 (H): 0.28, atom 3 (H): 0.33, atom 4 (O): -0.63



Entry 11:
C2H3F in the gas phase, computed with ωB97M-V/def2-TZVPD.

ORCA input file:
```
! wB97M-V def2-TZVPD RIJCOSX def2/J DEFGRID3
* xyz 0 1
C 1.18 -0.20 0.00
C 0.02 0.44 0.00
F -1.15 -0.23 0.00
H 2.10 0.37 -0.01
H 1.22 -1.29 0.00
H -0.12 1.51 0.00
*
```

Properties
* molar mass: 46.0 g mol⁻¹
* HOMO-LUMO gap: 0.4175 Ha
* structure (SMILES): C=CF
* E_HOMO: -10.067 eV

Mulliken population analysis, charges in e, atoms 1 to 4: atom 1 (C): -0.61, atom 2 (C): 0.07, atom 3 (F): -0.24, atom 4 (H): 0.23



Entry 12:
A molecular structure, C25H36NO2Rh, computed with ωB97M-V/def2-TZVPD.

ORCA input file:
```
! wB97M-V def2-TZVPD RIJCOSX def2/J DEFGRID3
* xyz 0 5
O -0.03 -0.47 -4.06
C -0.04 0.87 -4.66
C -0.03 0.38 -6.10
H 0.86 1.41 -4.36
H -0.96 1.42 -4.40
C -0.02 -1.02 -5.42
H 0.88 0.63 -6.64
H -0.95 0.60 -6.65
C 1.25 -1.78 -5.71
H 2.12 -1.13 -5.57
H 1.24 -2.13 -6.75
H 1.32 -2.65 -5.05
C -1.26 -1.84 -5.74
H -2.17 -1.25 -5.60
H -1.28 -2.73 -5.12
H -1.22 -2.16 -6.79
Rh -0.34 -0.66 2.30
C -1.96 -0.90 3.34
C -1.75 0.49 3.17
C -1.85 0.80 1.81
H -1.71 1.21 3.98
C -1.92 -0.45 1.14
C -2.21 -1.36 2.09
H -2.34 -2.38 1.81
H -2.02 -1.44 4.28
H -1.54 1.74 1.35
H -1.81 -0.60 0.07
C 0.52 -2.06 3.40
C -0.47 -2.60 2.64
C -0.26 -2.33 1.32
H -1.33 -3.08 3.04
C 1.08 -1.91 1.19
C 1.59 -1.78 2.49
H 2.48 -1.22 2.76
H 0.50 -1.94 4.47
H -0.90 -2.58 0.50
H 1.50 -1.53 0.27
O 1.33 1.12 -2.06
C 0.37 0.12 -1.60
C -1.03 0.73 -1.77
H 0.58 0.01 -0.50
H 0.51 -0.85 -2.08
C -0.78 2.24 -1.87
H -1.63 0.54 -0.89
H -1.55 0.27 -2.61
C 0.73 2.37 -1.63
H -1.34 2.77 -1.09
H -1.07 2.63 -2.85
H 0.90 2.50 -0.53
H 1.16 3.23 -2.18
C -0.33 0.06 5.95
C 0.50 0.81 5.00
C 1.41 1.82 5.42
C 2.07 2.29 4.30
C 1.57 1.59 3.17
C 1.98 1.65 1.77
N 0.62 0.76 3.66
H -0.46 -0.99 5.72
H -1.31 0.54 6.10
H 0.18 0.11 6.93
H 1.50 2.11 6.45
H 2.86 3.02 4.19
H 2.22 2.68 1.51
H 2.87 1.03 1.59
H 1.18 1.30 1.09
*
```

Properties
* molar mass: 485.5 g mol⁻¹
* HOMO-LUMO gap (spin up / spin down): 0.1996 / 0.1731 Ha
* E_HOMO (spin up / spin down): -4.922 / -6.626 eV

Mulliken population analysis, charges in e, atoms 1 to 4: atom 1 (O): -0.22, atom 2 (C): -0.20, atom 3 (C): -0.86, atom 4 (H): 0.20



Calculated max |F| in order - 0.7 0.8 4.2 2.7 3.4 0.7 3.3 4.2 0.7 2.4 0.6 14.9 eV Å⁻¹